1.
DFT (ωB97M-V/def2-TZVPD) results for one molecule with the formula H3N3O2.

Geometry (Å):
N1 -0.30 0.85 0.80
N2 1.12 -0.86 0.09
N3 -0.05 -0.13 -0.15
O1 -0.87 -0.27 -1.08
O2 -1.47 1.42 0.45
H1 1.65 -0.62 0.92
H2 1.63 -1.38 -0.64
H3 -1.71 0.98 -0.38

- relative energy (zero: lowest compared OMol25 entry of this formula, charge and spin) (kcal/mol) = 25.3
- strongest force on any atom (eV Å⁻¹) = 3.4
- multiplicity = 3
- gap between HOMO and LUMO (spin up / spin down) (eV) = 7.8 / 9.3
- HOMO level (spin up / spin down) (eV) = -6.89 / -10.67

---

2.
DFT (ωB97M-V/def2-TZVPD) results for a 3-piece molecular cluster, C13H31Cl3O8P2 overall.

Geometry (Å):
C1 0.59 -0.93 3.83
C2 0.06 -2.14 3.04
O1 0.55 -2.16 1.70
P1 0.27 -3.47 0.83
O2 0.11 -4.68 1.63
O3 1.40 -3.41 -0.24
C3 2.75 -3.75 0.10
C4 3.62 -2.52 0.00
O4 -0.94 -3.10 -0.10
C5 -2.25 -3.06 0.51
C6 -3.30 -3.02 -0.57
H1 0.60 -1.13 4.90
H2 1.56 -0.55 3.53
H3 -0.14 -0.12 3.76
H4 0.25 -3.02 3.64
H5 -1.03 -1.99 3.04
H6 2.82 -4.18 1.10
H7 3.04 -4.53 -0.60
H8 3.69 -2.18 -1.04
H9 3.13 -1.71 0.54
H10 4.62 -2.72 0.39
H11 -2.42 -3.92 1.15
H12 -2.26 -2.13 1.09
H13 -3.17 -2.14 -1.20
H14 -3.29 -3.93 -1.16
H15 -4.28 -2.95 -0.09
C7 -1.21 -0.11 -2.34
C8 -1.92 1.19 -2.69
O5 -1.93 2.16 -1.64
P2 -0.70 2.78 -0.89
O6 -1.04 3.87 0.02
O7 -0.06 1.51 -0.22
C9 1.02 1.55 0.72
C10 2.35 1.52 0.03
O8 0.32 3.14 -2.05
C11 0.31 4.43 -2.69
C12 1.52 4.51 -3.58
H16 -0.13 0.09 -2.23
H17 -1.51 -0.50 -1.37
H18 -1.30 -0.81 -3.16
H19 -1.49 1.62 -3.59
H20 -2.98 0.98 -2.86
H21 0.93 2.45 1.34
H22 0.88 0.71 1.40
H23 2.51 2.40 -0.59
H24 3.15 1.43 0.77
H25 2.42 0.65 -0.63
H26 -0.62 4.53 -3.26
H27 0.31 5.21 -1.93
H28 1.58 5.51 -4.02
H29 2.43 4.32 -3.02
H30 1.39 3.84 -4.43
Cl1 -1.15 2.50 3.70
C13 -2.43 2.15 2.53
Cl2 -4.00 2.65 3.13
Cl3 -2.40 0.44 2.10
H31 -2.21 2.75 1.65

- relative energy (zero: lowest compared OMol25 entry of this formula, charge and spin) (kcal/mol) = 0.0
- strongest force on any atom (eV Å⁻¹) = 1.9
- multiplicity = 1
- SMILES = CCOP(=O)(OCC)OCC.CCOP(=O)(OCC)OCC.ClC(Cl)Cl
- gap between HOMO and LUMO (eV) = 11.2
- HOMO level (eV) = -10.56

---

3.
DFT (ωB97M-V/def2-TZVPD) results for one molecule with the formula C5H12N2O.

Geometry (Å):
C1 -1.94 -0.95 0.53
C2 -1.07 0.25 0.81
C3 -1.41 1.47 0.00
C4 0.45 -0.17 0.67
N1 1.33 0.51 1.63
C5 0.93 -0.28 -0.79
N2 0.30 -1.18 -1.61
O1 1.87 0.39 -1.16
H1 -1.46 -1.94 0.41
H2 -2.48 -0.96 -0.43
H3 -2.74 -0.97 1.28
H4 -1.25 0.44 1.91
H5 -1.59 1.39 -1.10
H6 -2.39 1.84 0.39
H7 -0.63 2.26 0.07
H8 0.52 -1.15 1.17
H9 2.25 0.70 1.23
H10 1.08 1.49 1.77
H11 0.08 -2.10 -1.28
H12 0.23 -1.01 -2.59

- relative energy (zero: lowest compared OMol25 entry of this formula, charge and spin) (kcal/mol) = 32.8
- strongest force on any atom (eV Å⁻¹) = 2.1
- multiplicity = 1
- SMILES = CC(C)[C@H](N)C(N)=O
- gap between HOMO and LUMO (eV) = 10.2
- HOMO level (eV) = -9.39